Computed, not measured: a single C4H8FN molecule at a distorted geometry, with wB97M-V/def2-TZVPD.

Values from the calculation:
HOMO level: -9.125 eV
calculated total energy: -311.8013 Ha
Kohn-Sham gap: 0.3753 Eh
SMILES: F[C@@H]1CCNC1
2S+1: 1
net charge: 0

Cartesian coordinates (Å):
1 F 1.26406 -0.89908 1.32431
2 C -0.04318 -0.87666 0.79224
3 C -0.02335 -0.95546 -0.74834
4 C 0.35315 0.44100 -1.20855
5 N -0.26951 1.35958 -0.23139
6 C -0.44660 0.61693 1.00872
7 H -0.65806 -1.59140 1.39415
8 H 0.59795 -1.78098 -1.10393
9 H -1.15115 -1.11164 -0.97731
10 H -0.14910 0.56033 -2.16988
11 H 1.42164 0.53297 -1.22274
12 H 0.34777 2.04417 0.02209
13 H -1.49651 0.67542 1.27493
14 H 0.25289 0.98482 1.84569

Atoms 1-2, force components in eV/Å:
0.22 -0.87 -0.34
0.14 1.80 0.20